The following is a quantum chemistry calculation of a cluster of 2 separate species, C4H11N3O2 in total at a distorted geometry, from the OMol25 dataset.

E, hartree: -473.75432
Highest occupied orbital energy, eV: -9.45
E_LUMO, eV: 0.64
Charge: 0
Molecular weight, g/mol: 133.15
Structure (SMILES): [H]/N=C(\N)NC.CC(=O)O
Relative energy (zero: lowest compared OMol25 entry of this formula, charge and spin), kcal/mol: 30.4

Each line ends with the Mulliken charge.
Positions of all 20 atoms, in Å:
H (-0.692, 3.877, -0.105)  0.243
O (-2.129, 1.666, 0.117)  -0.580
H (-2.000, 3.997, -1.213)  0.320
H (-0.472, 0.335, -0.762)  0.539
H (0.931, -2.084, 2.059)  0.241
H (0.935, 0.342, 1.370)  0.262
N (1.193, -1.722, 1.152)  -0.252
H (-0.878, -1.590, -1.235)  0.223
H (-0.334, 3.660, -1.858)  0.289
N (-0.112, -3.414, 0.165)  -0.483
O (-0.233, 1.296, -1.142)  -0.517
H (0.479, -4.051, -0.331)  0.190
H (1.892, -0.182, 0.080)  0.297
C (1.747, -0.358, 1.156)  -0.735
C (-1.267, 2.039, -0.624)  0.689
H (2.669, -0.203, 1.698)  0.279
C (0.201, -2.032, 0.277)  0.318
N (-0.197, -1.192, -0.601)  -0.555
H (-0.681, -3.858, 0.871)  0.215
C (-1.051, 3.475, -1.073)  -0.984